DFT (ωB97M-V/def2-TZVPD) results for C28H32N8O3STc as an isolated structure.

Structure (XYZ):
```
73
Properties=species:S:1:pos:R:3:mulliken_charge:R:1
Tc 0.013 -0.440 -0.706 -0.7009
O -2.241 1.720 -3.269 -0.5292
C -1.393 1.078 -2.723 -0.0387
N -1.594 0.122 -1.704 0.6999
C -2.816 0.035 -1.015 -0.1521
O -3.832 0.607 -1.287 -0.5717
C -2.722 -0.858 0.198 0.4550
C -3.845 -1.203 0.918 -0.9443
C -3.690 -2.022 2.027 -0.5461
C -2.423 -2.473 2.367 -0.8949
C -1.341 -2.093 1.592 -0.3722
N -1.493 -1.284 0.537 0.9153
C 0.068 1.225 -3.082 0.5756
C 0.453 1.912 -4.213 -0.7775
C 1.805 1.975 -4.519 -0.4705
C 2.720 1.354 -3.681 -0.9457
C 2.260 0.686 -2.562 -0.4193
N 0.958 0.633 -2.266 0.8644
H -4.807 -0.830 0.595 0.6267
H -4.550 -2.316 2.615 0.4820
H -2.266 -3.121 3.218 0.5094
H -0.334 -2.428 1.808 0.5086
H -0.308 2.375 -4.826 0.5911
H 2.142 2.497 -5.405 0.4713
H 3.781 1.386 -3.884 0.4722
H 2.934 0.208 -1.863 0.5003
C 4.729 -1.358 3.747 -1.0468
C 3.230 -1.599 3.823 -0.4188
N 2.470 -0.607 3.049 -0.1390
C 2.043 -0.809 1.808 0.5438
S 1.302 0.550 0.968 -0.1950
N 2.164 -1.959 1.206 -1.3012
N 1.590 -1.887 -0.048 1.6091
C 2.001 -2.781 -0.875 0.6321
C 3.098 -3.731 -0.541 -1.6705
C 1.221 -2.849 -2.104 0.6310
C 1.495 -3.705 -3.155 -1.0137
C 0.612 -3.788 -4.217 -0.5953
C -0.542 -3.027 -4.180 -1.1769
C -0.747 -2.171 -3.116 -0.2584
N 0.127 -2.055 -2.099 0.7251
H 5.251 -2.042 4.415 0.3667
H 4.981 -0.341 4.051 0.3093
H 5.099 -1.518 2.734 0.2773
H 2.875 -1.547 4.852 0.3818
H 2.972 -2.577 3.426 0.2566
H 2.436 0.338 3.399 0.2338
H 3.990 -3.177 -0.247 0.3106
H 3.338 -4.393 -1.366 0.4778
H 2.811 -4.331 0.324 0.3318
H 2.389 -4.310 -3.139 0.3763
H 0.815 -4.447 -5.050 0.4783
H -1.286 -3.085 -4.961 0.5093
H -1.629 -1.554 -3.065 0.6314
O -0.560 1.713 -0.151 -0.1188
C -1.439 2.309 0.531 0.3469
C -2.040 3.590 0.037 -1.0548
C -1.684 4.820 0.916 -0.8663
C -1.204 4.497 2.332 -0.5816
C -2.227 3.779 3.211 -0.6648
C -2.818 2.527 2.550 -0.8892
N -1.854 1.826 1.694 0.3300
H -3.121 3.438 -0.001 0.4211
H -1.710 3.732 -0.989 0.4493
H -2.555 5.476 0.958 0.3360
H -0.898 5.383 0.413 0.3614
H -0.914 5.427 2.821 0.4592
H -0.290 3.896 2.273 0.1781
H -3.055 4.450 3.446 0.3488
H -1.759 3.514 4.160 0.3276
H -3.679 2.785 1.935 0.3590
H -3.169 1.813 3.292 0.5612
H -1.340 1.038 2.062 0.1219
```

Properties
E_tot, a.u.: -2228.5625
Charge: +2
<S²>: 0.758
2S+1: 2